1.
Below is 2 unconnected molecules or ions with the total composition C2H8S2, with properties calculated with the ωB97M-V functional and the def2-TZVPD basis.

CARTESIAN COORDINATES (ANGSTROEM)
H (2.45, 1.07, 2.34)
H (-1.97, -3.36, -2.14)
H (0.03, 1.48, -0.73)
H (1.03, -0.51, 0.67)
C (-0.48, 0.92, 0.05)
S (-1.80, -2.07, -1.82)
H (-0.95, 0.05, -0.42)
C (0.56, 0.39, 1.04)
H (0.10, 0.16, 2.00)
H (-1.27, 1.51, 0.51)
S (1.83, 1.68, 1.32)
H (-1.05, -2.42, -0.76)

Output
LUMO level: 0.7 eV
SMILES string: CCS.S
Charge: 0
Relative energy (zero: lowest compared OMol25 entry of this formula, charge and spin): 0.262 eV

Partial atomic charges computed with the natural (NBO) method, in multiples of e:
1. H 0.1201
2. H 0.1460
3. H 0.2134
4. H 0.2039
5. C -0.6145
6. S -0.2899
7. H 0.2073
8. C -0.4974
9. H 0.2101
10. H 0.2178
11. S -0.0600
12. H 0.1431



2.
Below is 6 unconnected molecules or ions with the total composition C24H51NO12PS2, with properties calculated with the ωB97M-V functional and the def2-TZVPD basis.

CARTESIAN COORDINATES (ANGSTROEM)
H (-9.81, 3.31, 0.29)
H (-6.75, 4.91, -0.47)
C (4.31, -1.79, -3.39)
H (3.97, 3.75, 7.48)
O (0.99, -3.46, -4.01)
C (-2.71, 1.59, 2.07)
C (-4.89, 0.86, 2.47)
H (-3.71, -0.94, 2.47)
H (4.22, -4.25, -4.78)
O (5.75, -2.88, -4.92)
H (7.00, 0.81, 1.34)
H (3.63, -3.67, -2.51)
C (3.95, 1.44, 0.18)
H (5.19, -0.32, 0.18)
H (6.36, 3.42, 6.19)
H (4.49, 4.90, 6.24)
C (-6.78, 3.90, 1.44)
C (-9.07, 3.76, 0.97)
O (-2.46, -5.40, 0.12)
O (0.73, -3.73, 0.58)
C (-2.29, -3.41, -4.45)
H (-0.98, -4.19, -6.29)
C (6.07, 1.36, 1.19)
P (-2.38, -3.66, 0.24)
C (3.14, 3.41, 5.49)
H (5.35, 2.00, 6.55)
C (-3.93, -0.11, 3.14)
C (5.05, -3.88, -4.16)
H (-7.63, 2.34, 0.24)
H (-0.50, -1.82, -6.98)
H (-5.61, 0.35, 1.82)
H (-1.91, -1.11, -5.90)
O (-3.61, -2.82, -0.70)
C (4.89, 0.48, 0.87)
C (-2.70, 0.74, 3.32)
H (-6.83, 4.22, 2.49)
H (-1.60, -5.78, 0.50)
C (-7.17, 5.04, 0.53)
H (-2.81, 1.38, 4.20)
H (2.35, 4.16, 5.35)
H (3.43, 2.34, 3.61)
H (-9.56, 3.99, 1.92)
H (5.86, 1.95, 2.08)
H (2.68, 2.49, 5.87)
H (3.30, 0.94, -0.55)
H (3.33, 1.98, 0.90)
H (-7.99, 2.16, 1.97)
H (-2.28, -1.76, -7.65)
C (-1.65, -1.97, -6.68)
H (3.36, -1.72, -3.93)
H (5.72, -4.71, -3.94)
H (-6.86, 6.02, 0.92)
H (-2.21, 1.08, 1.24)
H (-2.81, -3.93, -6.65)
H (4.44, 0.01, 1.76)
H (5.23, -0.89, -5.15)
C (-7.86, 2.89, 1.17)
N (-0.06, -2.48, -1.77)
H (-5.77, 3.53, 1.25)
H (-3.45, -3.68, -4.38)
H (-2.23, -5.06, -2.72)
H (4.03, 4.02, 3.61)
C (5.46, -1.60, -4.35)
H (-5.44, 1.45, 3.21)
O (-4.09, 1.76, 1.70)
H (6.71, 1.81, -0.83)
H (5.30, -3.21, -2.13)
O (-8.60, 5.00, 0.42)
H (6.36, -1.25, -3.83)
C (5.38, 2.96, 6.02)
H (6.54, 3.25, 0.20)
O (4.77, 2.41, -0.49)
C (-1.51, -4.53, -3.52)
H (-4.33, -0.51, 4.08)
O (-2.70, -3.30, 1.78)
O (5.22, 2.68, 4.62)
H (-2.24, 2.56, 2.21)
H (-2.04, -2.34, -4.02)
H (-1.78, 0.16, 3.43)
C (4.23, 3.85, 6.43)
C (-1.90, -3.49, -6.05)
C (3.91, 3.12, 4.22)
O (0.82, -5.09, -2.13)
C (6.12, 2.26, -0.03)
O (-0.37, -1.50, 0.67)
S (0.09, -3.90, -2.78)
H (-1.20, -5.41, -4.27)
C (4.53, -3.20, -2.91)
H (-3.08, -2.13, -1.22)
H (4.30, -1.05, -2.59)
S (-0.38, -2.87, -0.10)

Output
LUMO level: 1.9 eV
Charge: -1
Relative energy (zero: lowest compared OMol25 entry of this formula, charge and spin): 6.889 eV

Partial atomic charges computed with the Mulliken method, in multiples of e:
1. H 0.2884
2. H 0.2810
3. C 0.0592
4. H 0.3363
5. O -0.6805
6. C -0.3619
7. C -0.3810
8. H -0.0036
9. H 0.2005
10. O -0.4255
11. H 0.3429
12. H 0.2090
13. C -0.3633
14. H 0.1263
15. H 0.2711
16. H 0.2593
17. C -0.2282
18. C -0.4710
19. O -0.4927
20. O -0.5799
21. C -0.4909
22. H 0.2383
23. C -0.0726
24. P 0.7034
25. C -0.5788
26. H 0.2690
27. C -0.2466
28. C -0.3745
29. H 0.2220
30. H 0.2071
31. H 0.3116
32. H 0.2594
33. O -0.5046
34. C -0.3775
35. C -0.5182
36. H 0.2132
37. H 0.3885
38. C -0.4956
39. H 0.2786
40. H 0.3521
41. H 0.1678
42. H 0.2620
43. H -0.1056
44. H 0.2759
45. H 0.2873
46. H 0.2214
47. H 0.3354
48. H 0.2753
49. C -0.8868
50. H 0.0793
51. H 0.2908
52. H 0.2735
53. H 0.1806
54. H 0.3128
55. H 0.3469
56. H 0.2896
57. C -0.4249
58. N -0.3818
59. H 0.1596
60. H 0.2444
61. H 0.2651
62. H 0.2617
63. C -0.4446
64. H 0.1844
65. O -0.4489
66. H 0.2761
67. H 0.2793
68. O -0.3918
69. H 0.2311
70. C -0.5104
71. H 0.2926
72. O -0.4437
73. C -0.6268
74. H 0.3600
75. O -0.5853
76. O -0.3617
77. H 0.2780
78. H 0.2340
79. H 0.3493
80. C -0.5293
81. C -0.2451
82. C -0.2454
83. O -0.6504
84. C -0.4970
85. O -0.5860
86. S 1.0417
87. H 0.3056
88. C -0.3806
89. H 0.3554
90. H -0.0078
91. S 0.8669



3.
Below is 10 unconnected molecules or ions with the total composition C40H80O28, with properties calculated with the ωB97M-V functional and the def2-TZVPD basis.

CARTESIAN COORDINATES (ANGSTROEM)
H (-5.16, 7.75, 4.62)
H (-0.16, -5.37, -4.03)
C (0.67, -4.77, -5.93)
O (1.76, -5.09, 0.58)
H (2.14, 0.03, 4.13)
H (-4.71, 1.24, -1.21)
C (-4.75, 3.28, 2.80)
H (-3.14, 0.24, 3.66)
H (1.47, -3.02, 4.90)
O (3.77, -0.93, 5.87)
H (0.42, -0.79, 0.29)
H (-0.53, -3.42, -0.21)
H (-5.94, -1.13, 2.25)
C (4.22, -0.77, 0.52)
H (4.04, -1.27, 9.05)
H (-1.34, -4.55, -5.05)
C (3.94, -0.45, 7.10)
O (-4.52, 4.63, 2.45)
H (-2.90, 2.68, 1.93)
H (4.78, 4.14, 0.50)
H (1.77, -9.83, 1.39)
C (-5.11, -2.63, 0.88)
C (-3.69, -2.34, -0.95)
H (-0.13, 4.37, -1.84)
H (1.36, 3.48, -1.55)
H (-2.50, -2.22, -3.94)
H (3.29, 0.98, 3.16)
H (4.65, -1.02, -0.45)
H (-0.20, 2.17, 0.55)
O (-0.32, -4.76, 1.38)
H (2.98, -2.45, 0.16)
C (-0.02, 1.18, 0.96)
H (-4.92, -0.52, 0.91)
C (-0.31, -3.42, 0.86)
H (-1.60, -2.97, -2.59)
H (-4.25, 2.50, 0.84)
H (-0.76, 0.93, 1.72)
H (-6.28, 7.89, 3.27)
C (1.64, -7.65, 1.30)
O (2.02, -4.42, -5.64)
O (0.56, -6.72, 1.56)
C (0.00, 0.13, -0.12)
C (-2.37, -2.24, -2.86)
H (-1.00, 0.55, -6.61)
C (-3.81, 1.98, -2.97)
H (2.20, 7.75, -6.56)
O (3.63, -3.01, -5.46)
C (1.06, -9.02, 1.58)
H (-5.85, -3.40, 1.10)
O (-2.86, 0.30, -4.83)
C (2.33, 8.03, -5.52)
H (5.07, 0.48, 5.02)
O (-4.88, -2.75, -0.53)
H (-3.39, 1.33, 5.82)
C (-5.11, 5.54, 3.21)
O (-2.84, -1.83, -0.25)
C (-2.50, -0.09, 4.48)
H (0.65, 0.76, -5.98)
O (0.35, -1.89, 3.60)
C (-3.74, 1.18, -1.71)
O (-4.61, 6.73, 2.90)
H (-1.95, 1.92, 4.96)
H (-2.97, 1.53, -1.01)
H (1.34, 8.28, -5.14)
H (4.56, -0.89, 4.04)
H (2.41, -1.35, 1.49)
H (3.73, -2.51, 1.74)
O (-1.21, -0.45, 4.00)
O (0.54, -1.22, -2.35)
H (1.82, -3.23, 3.19)
C (-3.96, 2.39, 1.89)
H (3.24, 7.37, -3.70)
C (2.31, -3.12, -5.60)
H (-2.00, -1.27, -2.54)
C (2.13, 0.40, -3.13)
C (-0.36, 0.48, -5.72)
H (1.94, -7.52, 0.26)
H (4.41, -1.23, -4.70)
O (-1.59, -2.63, 4.48)
H (5.09, -0.65, 1.18)
O (-5.96, 5.34, 4.03)
C (-2.39, 1.06, 5.46)
H (-3.53, 0.12, -1.88)
H (-4.21, -2.81, 1.46)
H (2.88, 1.52, 4.79)
H (0.63, -2.91, 1.05)
H (-4.72, 8.73, 3.18)
C (4.19, -1.72, -5.65)
H (4.25, 3.88, -1.14)
H (-4.08, 3.02, -2.74)
C (3.05, 0.64, 4.17)
C (4.22, -0.13, 4.75)
C (3.91, 3.88, -0.10)
H (2.95, 8.93, -5.47)
C (0.76, -5.48, 1.13)
H (3.51, -1.06, -6.18)
H (-4.08, 1.34, 2.16)
O (-2.51, 2.14, -3.55)
C (2.01, 5.22, -3.39)
C (4.23, 1.59, 0.29)
H (-4.55, 1.60, -3.67)
H (3.86, 6.59, -5.16)
H (-4.53, 3.12, 3.86)
O (2.71, 5.45, -2.44)
O (1.09, 4.26, -3.49)
O (-3.60, -2.59, -2.24)
O (5.42, 1.68, 0.29)
O (0.90, 0.62, -1.14)
H (-3.06, -0.91, 4.92)
H (0.94, 1.23, 1.46)
H (0.36, -3.97, 3.86)
C (-0.89, -1.75, 4.06)
H (5.13, -1.83, -6.18)
C (2.95, 6.96, -4.66)
H (-6.59, -1.08, 0.63)
C (-2.15, 1.17, -4.41)
H (-0.98, -0.07, -0.55)
C (-5.23, 7.85, 3.54)
H (2.95, 0.78, -2.51)
O (1.53, -2.21, -5.71)
O (3.36, 2.59, 0.18)
H (2.42, -1.06, 8.48)
H (3.11, 4.60, 0.02)
C (1.06, -0.14, -2.22)
H (-1.79, 0.77, 6.33)
H (3.38, -2.41, 7.85)
H (-1.12, -2.92, 1.38)
H (0.80, -9.08, 2.64)
H (-0.13, -3.59, -4.32)
C (1.02, -3.10, 3.91)
H (2.45, -7.42, 1.98)
H (-5.82, 3.02, 2.75)
H (0.07, 2.75, -2.49)
H (-0.39, -0.56, -5.39)
O (2.04, 5.86, -4.56)
H (0.68, -5.80, -6.27)
O (3.52, 0.47, 0.39)
H (1.85, 1.22, -3.78)
C (-5.67, -1.26, 1.20)
H (0.18, -9.21, 0.98)
C (3.42, -1.37, 8.17)
C (0.60, 3.68, -2.29)
O (-0.86, 1.34, -4.71)
C (3.26, -1.84, 1.02)
H (0.32, -4.17, -6.78)
C (-0.29, -4.58, -4.77)
H (2.61, -0.41, -3.68)
O (4.46, 0.60, 7.34)

Output
LUMO level: 0.5 eV
SMILES string: CCOC(=O)OC.CCOC(=O)OC.CCOC(=O)OC.CCOC(=O)OC.CCOC(=O)OC.CCOC(=O)OC.CCOC(=O)OC.CCOC(=O)OC.CCOC(C)=O.CCOC(C)=O
Charge: 0
Relative energy (zero: lowest compared OMol25 entry of this formula, charge and spin): 0.000 eV

Mulliken atomic charge list, values in e, 99 entries:
1. H 0.2918
2. H 0.3098
3. C -0.4026
4. O -0.5595
5. H 0.0089
6. H 0.4579
7. C -0.5602
8. H -0.3858
9. H 0.2568
10. O -0.3460
11. H -1.1127
12. H 0.3475
13. H 0.4005
14. C -0.9792
15. H 0.3497
16. H 0.3672
17. C 0.7841
18. O -0.2041
19. H 0.2620
20. H 0.4238
21. H 0.3933
22. C -0.1731
23. C 0.4798
24. H 0.4686
25. H -0.1334
26. H 0.2552
27. H -0.1155
28. H 0.3704
29. H 0.3881
30. O -0.3740
31. H 0.3897
32. C -1.1332
33. H -0.1865
34. C 0.0319
35. H -0.0087
36. H 0.3219
37. H -0.0040
38. H 0.3033
39. C -0.1510
40. O -0.3771
41. O -0.3648
42. C 2.2466
43. C 0.2720
44. H 0.5133
45. C -0.9398
46. H 0.2814
47. O -0.3767
48. C -1.2262
49. H 0.3252
50. O -0.6244
51. C -1.1601
52. H 0.4720
53. O -0.4597
54. H 0.3992
55. C 0.6749
56. O 0.0837
57. C 0.3447
58. H 0.1686
59. O 0.3872
60. C -0.0533
61. O -0.3378
62. H 0.2652
63. H -0.0316
64. H 0.3191
65. H 0.1992
66. H -0.3804
67. H 0.5113
68. O -0.0460
69. O -0.6069
70. H 0.0790
71. C -0.1109
72. H 0.2970
73. C 0.8736
74. H -0.3182
75. C -0.6795
76. C -0.7094
77. H 0.3183
78. H 0.2168
79. O -0.6076
80. H 0.3843
81. O -0.5478
82. C -1.4398
83. H -0.0033
84. H 0.1255
85. H 0.5160
86. H -0.1267
87. H 0.2178
88. C -0.6808
89. H 0.3166
90. H 0.3921
91. C -0.3955
92. C -0.4048
93. C -0.9582
94. H 0.3727
95. C 0.6872
96. H 0.3236
97. H -0.3870
98. O -0.3089
99. C 0.6966



| no. | F_max (eV/A) |
| --- | --- |
| 1 | 0.81 |
| 2 | 8.26 |
| 3 | 1.76 |